[1]
The following is a quantum chemistry calculation of a gas-phase ion, C2H7N3P (charge +1), from OMol25.

Calculated values
net charge = +1
energy relative to the best compared isomer or geometry (same formula, charge and spin) = 108.85 kcal per mole
orbital gap (alpha / beta) = 7.663 / 7.661 eV

Cartesian coordinates (Å):
C 0.7681 0.4451 -0.0217
C -0.9202 -1.2827 0.0809
N -1.1879 1.4904 0.3334
N 0.4826 -0.8086 -0.0016
N 1.8765 1.0354 -0.2380
P -1.9984 0.2105 -0.2019
H -1.1732 -2.0271 -0.5851
H -1.1230 -1.7285 1.0889
H -0.9002 1.4983 1.3319
H 1.1994 -1.4345 0.5965
H 2.0077 1.9699 -0.4085
H 2.7159 0.3874 -0.3590
H -1.7473 0.2445 -1.6159


[2]
The following is a quantum chemistry calculation of a single C12H5IN2S molecule, from OMol25.

Calculated values
net charge = 0
energy relative to the best compared isomer or geometry (same formula, charge and spin) = 0.00 kcal per mole
orbital gap = 8.694 eV

Cartesian coordinates (Å):
N 2.4686 -2.5824 -4.3345
C 1.6331 -2.0349 -3.7307
C 0.6156 -1.3712 -2.9779
C -0.6280 -1.0378 -3.5966
C -1.5796 -0.3025 -2.8888
C -1.3718 0.1042 -1.5490
C -0.1467 -0.2222 -0.9284
C 0.0864 0.1837 0.4156
C 0.1958 0.5448 1.5695
C 0.2303 0.8994 2.9562
C -0.4394 0.2073 3.8927
S -0.2900 0.9626 5.4468
C 0.6780 2.2065 4.6672
I 1.6094 3.9313 5.7441
N 0.8553 2.0532 3.3791
C 0.8192 -0.9758 -1.6508
H -0.8207 -1.3271 -4.5937
H -2.5396 -0.0039 -3.3249
H -2.1125 0.6186 -0.9925
H -1.0349 -0.6920 3.6648
H 1.7715 -1.1620 -1.1681


[3]
The following is a quantum chemistry calculation of 2 unconnected molecules or ions with the total composition C3H8O2S, from OMol25.

Calculated values
net charge = 0
energy relative to the best compared isomer or geometry (same formula, charge and spin) = 36.75 kcal per mole
orbital gap = 9.755 eV

Cartesian coordinates (Å):
O -3.5543 -0.9481 5.0496
C -2.8739 -0.2359 5.7794
O -3.2446 1.0577 5.9974
H -1.8722 -0.3521 6.1560
H -4.0669 1.5304 5.6186
C 1.1867 0.7318 -3.5626
C 1.9823 -0.5525 -3.4537
S 2.7657 -0.5807 -1.7978
H 0.7855 1.0252 -4.5247
H 1.8057 1.5841 -3.2007
H 0.5323 0.8006 -2.7578
H 1.3245 -1.5147 -3.7473
H 2.9068 -0.6444 -4.0968
H 2.3225 -1.9013 -1.4596


[4]
The following is a quantum chemistry calculation of a molecular structure, C27H27CoN4O3S2Si, from OMol25.

Calculated values
net charge = 0
energy relative to the best compared isomer or geometry (same formula, charge and spin) = 17.72 kcal per mole
orbital gap = 6.424 eV

Cartesian coordinates (Å):
Co 0.2666 0.4024 0.5589
C 2.8298 -2.8595 1.5218
C 2.3104 -1.7716 0.8462
N 1.2346 -1.0960 1.2739
C 0.6669 -1.4566 2.4417
C 1.1353 -2.5625 3.1974
C 2.2382 -3.2787 2.6995
C 0.4809 -2.8989 4.3949
C -0.6013 -2.1482 4.8181
C -1.0669 -1.0711 4.0919
C -0.4482 -0.6821 2.8827
N -0.7636 0.3284 2.0377
C -1.7451 1.2645 2.0841
C -2.7268 1.4870 3.0779
C -3.6160 2.5358 2.9795
C -3.5860 3.4199 1.9142
C -2.6520 3.2347 0.8819
C -2.5545 4.0942 -0.2288
C -1.6011 3.8268 -1.1987
C -0.8075 2.7038 -1.0830
N -0.8942 1.8544 -0.0458
C -1.7562 2.1342 0.9522
H 3.6898 -3.3721 1.1175
H 2.7694 -1.4365 -0.0724
H 2.6101 -4.1290 3.2502
H 0.8402 -3.7352 4.9733
H -1.0969 -2.4034 5.7410
H -1.9149 -0.5413 4.4819
H -2.7933 0.8570 3.9440
H -4.3402 2.6754 3.7667
H -4.2666 4.2552 1.8656
H -3.2092 4.9483 -0.2981
H -1.4825 4.4744 -2.0535
H -0.0874 2.4629 -1.8512
C -1.2171 -1.0102 -5.6267
Si -0.6866 -2.0381 -4.1031
C 0.3833 -3.5278 -4.6453
C -2.2596 -2.7104 -3.2747
C 0.4781 -0.9070 -3.0814
C 1.6288 -0.4007 -3.6660
C 2.5062 0.4138 -2.9553
C 2.2139 0.7314 -1.6428
N 1.1120 0.2611 -1.0688
C 0.2692 -0.5395 -1.7421
S -1.0675 -1.0781 -0.8146
H -1.8320 -1.6149 -6.2862
H -0.3720 -0.6561 -6.2092
H -1.8055 -0.1433 -5.3404
H -0.1938 -4.1898 -5.2834
H 0.7178 -4.1104 -3.7918
H 1.2648 -3.2285 -5.2042
H -2.8116 -3.3251 -3.9794
H -2.9201 -1.9178 -2.9432
H -2.0368 -3.3231 -2.4090
H 1.8570 -0.6450 -4.6924
H 3.4055 0.7951 -3.4082
H 2.8529 1.3463 -1.0202
C 2.6995 3.2871 2.8320
S 2.7267 1.8158 1.7805
O 2.8045 0.6557 2.6385
O 3.8004 1.9499 0.8189
O 1.3926 1.9467 1.1163
H 3.6826 3.4704 3.2434
H 1.9724 3.0832 3.6045
H 2.3728 4.0926 2.1908


[5]
The following is a quantum chemistry calculation of 2 unconnected molecules or ions with the total composition C2H5NO, from OMol25.

Calculated values
net charge = 0
energy relative to the best compared isomer or geometry (same formula, charge and spin) = 155.48 kcal per mole
orbital gap (alpha / beta) = 9.520 / 9.486 eV

Cartesian coordinates (Å):
C 1.1327 0.2420 0.6937
C -1.0727 0.0405 -0.1839
N 0.2854 -0.0797 -0.1514
O 0.7725 -1.1711 -1.7770
H 2.2157 -0.0062 0.4931
H 0.8755 0.7450 1.5499
H -1.5161 0.1544 0.9033
H -1.2368 0.9102 -0.7281
H -1.4561 -0.8352 -0.7996


[6]
The following is a quantum chemistry calculation of a molecular structure, C2I2NO4, from OMol25.

Calculated values
net charge = -1
<S²> = 2.01
multiplicity = 3
orbital gap (alpha / beta) = 4.802 / 6.470 eV

Cartesian coordinates (Å):
C 1.1426 -0.5711 0.2073
C -1.2336 -0.4470 -0.0290
N -0.0309 -1.1121 0.1828
O 2.2806 -0.9537 0.2419
O -2.2520 -0.9054 -0.4688
O 1.0071 1.0768 0.0751
O -1.1269 0.8279 0.3644
I 2.7452 1.9298 -0.0620
I -2.5283 2.1139 -0.0293


[7]
The following is a quantum chemistry calculation of a gas-phase ion, C7H16N3 (charge +1), from OMol25.

Calculated values
net charge = +1
energy relative to the best compared isomer or geometry (same formula, charge and spin) = 99.30 kcal per mole
orbital gap = 9.479 eV

Cartesian coordinates (Å):
C 0.3465 -2.3211 2.7343
N -0.5991 -1.6630 1.8791
N -0.2912 -1.6023 0.6551
C -1.1176 -0.8326 -0.2297
C -1.4088 -1.6118 -1.4244
C -0.0541 0.5094 -0.6585
C 1.1239 0.1654 -1.5088
N -0.7267 1.6994 -0.9843
C 0.0150 1.6666 0.3263
C 1.1726 2.5391 0.4117
H 0.6543 -1.4669 3.3698
H 1.1575 -2.6704 2.1514
H -0.1392 -3.0642 3.4586
H -1.9907 -0.3376 0.2729
H -0.4370 -2.2295 -1.7202
H -1.6137 -0.9673 -2.3486
H -2.2500 -2.2363 -1.3376
H 0.8611 -0.5920 -2.2084
H 1.9237 -0.2563 -0.7986
H 1.5299 1.1175 -1.9961
H -1.7100 1.8928 -0.8329
H -0.3560 2.2487 -1.7768
H -0.6261 1.5595 1.1878
H 1.9473 2.2559 1.1145
H 0.9383 3.4734 0.7785
H 1.6502 2.7237 -0.5150


[8]
The following is a quantum chemistry calculation of a molecular structure, C4H9LaLiO4, from OMol25.

Calculated values
net charge = +1
orbital gap (alpha / beta) = 6.246 / 7.208 eV

Cartesian coordinates (Å):
O -1.1854 0.9912 -0.4609
Li -2.4630 -0.3393 -0.1194
O -1.0055 -1.1732 0.8002
C -0.2185 -1.1034 1.9224
O 1.0403 -0.4363 1.8305
C 1.0169 0.8961 1.2541
C 2.2445 0.9661 0.3840
O 1.9881 0.2182 -0.8260
C 3.0348 0.1320 -1.7679
La -0.2075 -0.3287 -0.8928
H -0.0391 -2.0735 2.4197
H -0.7571 -0.4264 2.6231
H -0.5085 2.0071 0.5667
H 0.2874 1.3682 1.9289
H 3.1236 0.4862 0.8478
H 2.5046 1.9991 0.1072
H 2.6896 -0.5220 -2.5765
H 3.2733 1.1259 -2.1749
H 3.9041 -0.3185 -1.2663


> What is the net charge in the third record?

0


What did the sixth record say?
The following is a quantum chemistry calculation of a molecular structure, C2I2NO4, from OMol25.

Calculated values
net charge = -1
<S²> = 2.01
multiplicity = 3
orbital gap (alpha / beta) = 4.802 / 6.470 eV

Cartesian coordinates (Å):
C 1.1426 -0.5711 0.2073
C -1.2336 -0.4470 -0.0290
N -0.0309 -1.1121 0.1828
O 2.2806 -0.9537 0.2419
O -2.2520 -0.9054 -0.4688
O 1.0071 1.0768 0.0751
O -1.1269 0.8279 0.3644
I 2.7452 1.9298 -0.0620
I -2.5283 2.1139 -0.0293


> net charge of number 6 (C2I2NO4)?

-1